[1]
Computed, not measured: an isolated molecule of C3H3NOS2 at a distorted geometry, with ωB97M-V with the def2-TZVPD basis set.

Output
Kohn-Sham gap = 9.4 eV
SMILES = O=C1CSN=CS1

The geometry in XYZ format:
```
10
Properties=species:S:1:pos:R:3:mulliken_charge:R:1
O -1.97688 -0.97839 -0.96863 -0.436
C -1.05192 -0.39189 -0.55895 0.361
C -0.88102 -0.05017 0.96117 -0.371
S 0.36109 1.12919 1.27038 0.024
N 1.74146 0.62042 0.39549 -0.420
C 1.68127 0.19615 -0.79531 0.056
S 0.20914 -0.07426 -1.77316 -0.121
H -1.76832 0.56021 1.31474 0.243
H -0.94221 -0.99970 1.52271 0.312
H 2.62739 -0.01155 -1.36845 0.351
```

=====

[2]
Computed, not measured: an isolated molecule of C11H12N2S at a distorted geometry, with ωB97M-V with the def2-TZVPD basis set.

Output
Kohn-Sham gap = 9.0 eV
SMILES = Cc1ccsc1C1(c2c[nH]cn2)CC1

The geometry in XYZ format:
```
26
Properties=species:S:1:pos:R:3:mulliken_charge:R:1
C 0.69908 -0.27956 1.75166 -1.323
C 0.70542 1.07833 0.92714 0.413
C 1.51701 2.25899 1.20069 -0.901
C 1.09402 3.35340 0.50839 -0.306
S 0.04921 2.96099 -0.75232 -0.153
C -0.01637 1.28344 -0.22912 -0.176
C -0.76685 0.09690 -0.93367 1.595
C 0.07764 -1.02661 -1.22467 0.155
C 1.43308 -1.16876 -1.34388 -0.467
N 1.63062 -2.53415 -1.62929 -0.080
C 0.39796 -3.09729 -1.56163 -0.479
N -0.54648 -2.24915 -1.44085 -0.484
C -1.68924 0.53335 -2.00320 -1.279
C -2.25818 -0.05954 -0.73716 -0.672
H 0.68714 -0.10651 2.85492 0.467
H -0.33306 -0.54328 1.56221 0.347
H 1.61063 -0.83978 1.53068 0.297
H 2.01617 2.14108 2.14488 0.393
H 1.61524 4.32990 0.51906 0.369
H 2.41143 -0.56128 -1.34907 0.390
H 2.48703 -3.04301 -1.65304 0.195
H 0.25165 -4.14369 -1.72836 0.484
H -1.68040 0.17449 -2.98350 0.250
H -1.86998 1.56833 -1.96707 0.391
H -2.74221 0.64088 -0.11813 0.274
H -2.77850 -1.01373 -0.87118 0.302
```

=====

[3]
Computed, not measured: a structure of composition C7H10O2 at a distorted geometry, with ωB97M-V with the def2-TZVPD basis set.

Output
Kohn-Sham gap (alpha / beta) = 7.7 / 7.7 eV

The geometry in XYZ format:
```
19
Properties=species:S:1:pos:R:3:mulliken_charge:R:1
C 1.75488 0.66316 0.61432 -1.327
C -1.27234 0.56673 -1.76100 -1.217
C -0.67698 -0.25667 0.96286 0.046
C 0.95628 -0.63562 0.66140 1.120
C -0.72621 -0.53584 -0.92778 1.091
C -1.16248 0.34131 2.05022 -0.939
C 0.55372 -1.13420 -1.09201 -0.986
O -1.51682 -0.99823 0.09916 -0.405
O 1.34408 -1.58308 1.37222 -0.684
H 1.96141 0.99564 1.63256 0.352
H 2.70440 0.46855 0.11319 0.360
H 1.23128 1.45926 0.08204 0.328
H -1.55866 0.14674 -2.73308 0.339
H -2.14927 1.02337 -1.30333 0.382
H -0.51902 1.33483 -1.94131 0.318
H -2.20436 0.24299 2.33256 0.305
H -0.49029 0.83357 2.74045 0.244
H 1.17905 -0.71561 -1.87473 0.346
H 0.59134 -2.21692 -1.02773 0.326
```

=====

[4]
Computed, not measured: a structure of composition C14H49B2O11PtSSr at a distorted geometry, with ωB97M-V with the def2-TZVPD basis set.

Output
2S+1 = 3
Kohn-Sham gap (alpha / beta) = 6.6 / 6.3 eV
Net charge = -1

The geometry in XYZ format:
```
79
Properties=species:S:1:pos:R:3:lowdin_spin:R:1
Pt 1.26270 -1.67623 -1.39538 1.485
Sr -2.07358 -0.00285 -2.41047 -0.002
B -0.44839 -0.52830 -0.40458 0.062
H -0.78108 -1.43945 -0.87720 0.007
H -1.15911 -0.07587 0.26954 0.025
H 0.37535 -0.81377 0.23118 0.033
H -0.08198 0.11999 -1.18542 0.003
B 0.20052 -4.07791 -1.10008 0.076
H 0.39830 -3.42335 -0.26542 0.018
H 0.88253 -4.91323 -1.13677 0.012
H -0.85705 -4.29165 -1.11054 0.009
H 0.40175 -3.51008 -1.99525 0.035
S -0.46275 -2.03428 -4.30766 0.011
O 0.43586 -1.66025 -5.39517 0.004
O -0.53127 -3.43819 -4.10868 0.001
O 0.00533 -1.49740 -3.02751 0.085
O -1.77364 -1.52745 -4.42521 0.008
C -4.37023 0.62688 0.65898 0.001
C -4.48122 1.53745 -0.60639 0.000
O -3.32026 1.98519 -1.23140 0.001
H -3.55009 0.94071 1.30473 0.000
H -4.22933 -0.43683 0.46725 0.000
H -5.39097 0.74753 1.02181 0.000
H -5.12639 2.35730 -0.29065 0.000
H -5.02712 0.94452 -1.34024 0.000
C 4.13230 -0.68598 1.57048 0.001
C 2.97852 -1.74268 1.48516 0.006
O 2.80049 -2.06132 0.11612 0.041
H 4.32971 -0.35891 2.59134 0.000
H 3.85982 0.23870 1.06173 0.000
H 5.09077 -0.98312 1.14484 0.000
H 2.04884 -1.37064 1.91573 0.001
H 3.21015 -2.67210 2.00538 0.001
H 3.68712 -2.31123 -0.15411 0.004
C -1.65489 -2.72313 2.22455 0.000
C -2.78881 -3.64037 1.74618 0.000
O -2.77126 -3.59027 0.34314 0.000
H -0.65375 -2.93217 1.84758 0.000
H -1.58686 -2.93884 3.29083 0.000
H -1.74573 -1.64537 2.08931 0.000
H -3.78901 -3.35621 2.07321 0.000
H -2.56301 -4.65074 2.08717 0.000
H -1.91838 -3.71879 -0.07838 0.001
C 0.33509 0.26798 3.55380 0.000
C 1.04582 -0.48892 4.72002 0.000
O 0.34507 -1.57807 5.20950 0.000
H 0.94075 1.05094 3.09746 0.000
H -0.66731 0.60892 3.81274 0.000
H 0.16807 -0.43824 2.74049 0.000
H 1.21739 0.25792 5.49520 0.000
H 1.94778 -0.93095 4.29674 0.000
H 0.93865 -2.32193 5.08324 0.000
C 0.12392 3.79983 1.93776 0.000
C -0.82214 2.89584 1.15113 0.000
O -2.09601 3.33322 1.31764 0.000
H 0.06324 3.68957 3.02047 0.000
H 0.07389 4.88021 1.80224 0.000
H 1.16751 3.53134 1.77363 0.000
H -0.88648 1.91577 1.62380 0.000
H -0.52057 2.74095 0.11519 0.000
H -2.60174 3.20988 0.51102 0.000
C 3.59741 2.19451 -1.30321 0.003
C 2.37502 1.43486 -1.04919 0.004
O 2.42418 0.18009 -1.76235 0.056
H 4.48285 1.68440 -0.92388 0.000
H 3.57353 3.18584 -0.85067 0.001
H 3.81156 2.25342 -2.37035 0.000
H 1.58992 2.10121 -1.40652 0.000
H 2.24778 1.21808 0.01143 0.000
H 2.73175 0.36128 -2.65351 0.003
C 0.22056 3.63158 -4.09058 0.000
C -0.57660 2.68360 -3.31946 0.000
O -0.26815 1.34707 -3.56969 0.000
H 0.02538 3.46764 -5.15036 0.000
H 1.31041 3.61794 -4.07874 0.000
H -0.14489 4.64032 -3.89824 0.000
H -1.64849 2.82995 -3.45260 0.000
H -0.14707 2.78159 -2.32246 0.000
H 0.65775 1.19334 -3.77136 0.000
```

=====

Number 1: total energy -1042.44642 Ha. Number 2: total energy -933.97808 Ha. Number 3: total energy -423.03747 Ha. Number 4: total energy -1988.07356 Ha.